Density functional theory data (the ωB97M-V functional and the def2-TZVPD basis) for a 2-piece molecular cluster, C2H3Br2N overall.

```
8
Properties=species:S:1:pos:R:3:forces:R:3
C 0.464851 -0.307318 -0.279895 5.876 -2.834 -1.886
C -0.624798 -0.032364 0.440238 -6.031 3.367 -1.898
N 1.270098 0.314967 -0.976211 -0.348 0.377 -0.293
Br 1.028305 -2.444540 0.392672 -0.362 1.618 -0.627
Br -2.502869 -1.252724 -1.652042 1.257 0.819 1.366
H -1.242964 0.931307 0.226026 1.581 -1.449 0.506
H -1.072872 -0.681143 1.094340 -0.519 -1.521 1.725
H 2.152927 0.082240 -1.490225 -1.454 -0.375 1.107
```
Forces are in eV/Å.

Summary:
**Highest occupied orbital energy (spin up / spin down)**: -0.36575 / -0.36563 Eh
**Net charge**: 0

For each atom in turn, the Mulliken charge in e is:
1. C 0.615
2. C -0.850
3. N -0.405
4. Br -0.301
5. Br -0.194
6. H 0.332
7. H 0.471
8. H 0.332

***

Density functional theory data (the ωB97M-V functional and the def2-TZVPD basis) for C6H14O4Tm as an isolated structure.

```
25
Properties=species:S:1:pos:R:3:forces:R:3
C -1.919099 2.739120 -1.091574 -1.797 0.339 -0.270
H -2.190980 3.351319 -0.216131 -0.724 -0.419 -0.609
H -1.002698 3.249581 -1.415790 1.530 -1.565 0.271
H -2.461362 2.854626 -2.045930 -0.523 0.446 0.993
O -2.480675 1.185801 -0.778498 3.611 3.646 -1.649
C -3.036856 0.873654 0.474059 -2.639 1.709 -0.252
H -2.422207 1.226592 1.318105 0.693 -2.381 0.103
H -3.821643 0.632089 -0.464242 0.409 -3.242 2.465
H -3.914293 1.340671 0.944300 -0.667 2.227 -1.151
C 2.848779 -0.179447 -1.199996 1.828 -0.609 0.179
O 1.744843 0.556814 -1.595407 0.593 -0.056 -0.470
C 2.434134 -1.522730 -0.604145 0.497 -0.332 -0.504
O 1.399443 -1.232452 0.329760 -0.331 1.115 -0.185
C 0.593573 -2.311349 0.781934 -0.371 -0.963 0.372
C -0.614601 -1.681632 1.461562 0.158 -0.332 0.524
O -1.138170 -0.667705 0.662268 1.401 -0.425 -0.441
Tm 0.056250 0.455186 -0.612789 -2.952 0.033 1.018
H 3.445132 0.362714 -0.434534 -0.308 -0.088 -0.356
H 3.545244 -0.391240 -2.035635 -0.333 0.179 0.250
H 3.268927 -2.037322 -0.102046 -0.219 0.200 -0.179
H 2.028822 -2.184938 -1.389203 0.074 0.127 0.198
H 1.161824 -2.957251 1.469677 -0.087 0.211 -0.207
H 0.278218 -2.915855 -0.086341 0.091 0.180 0.153
H -0.292937 -1.258496 2.434716 -0.156 -0.274 -0.240
H -1.356422 -2.477033 1.657392 0.220 0.275 -0.010
```
Forces are in eV/Å.

Summary:
**2S+1**: 3
**Highest occupied orbital energy (spin up / spin down)**: -0.45329 / -0.45337 Eh
**Net charge**: +1

For each atom in turn, the Mulliken charge in e is:
1. C -0.961
2. H 0.332
3. H 0.489
4. H 0.300
5. O -0.336
6. C -0.687
7. H 0.311
8. H 0.381
9. H 0.300
10. C -0.413
11. O -0.579
12. C -0.427
13. O -0.246
14. C -0.509
15. C -0.453
16. O -0.470
17. Tm 1.382
18. H 0.274
19. H 0.345
20. H 0.336
21. H 0.338
22. H 0.337
23. H 0.327
24. H 0.288
25. H 0.339

***

Density functional theory data (the ωB97M-V functional and the def2-TZVPD basis) for C5H12N2O as an isolated structure.

```
20
Properties=species:S:1:pos:R:3:forces:R:3
C -0.051343 -0.751809 -0.267414 0.322 -4.518 -0.954
C -1.651529 -0.185872 0.098657 7.889 2.349 0.798
C -1.922465 0.857920 -1.043296 -1.755 -0.819 0.252
C -2.262712 -0.942727 1.053012 -3.730 0.824 -0.991
N 1.289601 -0.143737 -0.744057 -4.395 1.713 -0.070
C 0.967571 0.992772 0.052296 4.774 -0.035 -0.269
N 0.652475 2.060457 -0.524131 -0.076 1.112 -1.144
O 2.681074 -1.399757 1.079771 -0.510 0.106 0.018
H -0.250621 -1.526212 -1.010365 -0.106 -0.300 0.175
H 0.306025 -1.216529 0.654716 -0.525 -0.242 0.178
H -1.140684 0.636551 0.880481 -1.832 -0.602 -0.761
H -1.127677 1.594325 -1.129215 -0.230 0.179 0.604
H -1.952406 0.382426 -2.023639 -0.289 -0.548 0.224
H -2.910025 1.141829 -0.684048 -0.058 1.107 -0.939
H -2.623584 -1.972946 1.058041 1.550 -0.501 0.063
H 2.817920 -2.334406 1.294563 0.039 0.342 -0.312
H -2.971920 -0.344387 1.626060 0.334 -0.077 0.637
H 2.023001 -0.701180 -0.209578 -0.168 -0.836 0.952
H 1.409342 0.877450 1.051688 -0.343 0.334 0.400
H 1.025400 2.896795 -0.108218 -0.891 0.414 1.136
```
Forces are in eV/Å.

Summary:
**Highest occupied orbital energy**: -0.27456 Eh
**Net charge**: 0

For each atom in turn, the Mulliken charge in e is:
1. C -1.011
2. C 0.207
3. C -0.773
4. C -0.428
5. N -0.598
6. C -0.027
7. N -0.607
8. O -0.907
9. H 0.345
10. H 0.552
11. H 0.274
12. H 0.285
13. H 0.283
14. H 0.349
15. H 0.290
16. H 0.181
17. H 0.298
18. H 0.536
19. H 0.538
20. H 0.213

***

Density functional theory data (the ωB97M-V functional and the def2-TZVPD basis) for a 2-piece molecular cluster, C3H6N2O overall.

```
12
Properties=species:S:1:pos:R:3:forces:R:3
N 1.336042 0.022488 0.801081 0.305 -0.151 0.045
C 1.031161 0.228181 -0.599714 -0.025 0.076 -0.173
C -0.287279 -0.425346 -0.515363 -0.152 -0.104 -0.530
O -1.016909 -0.158098 1.440317 0.046 0.280 0.363
C -1.481668 0.208385 -1.001087 -0.587 0.419 -0.427
N -2.386351 0.747266 -1.486043 0.823 -0.504 0.466
H 0.045500 0.005396 1.493972 -0.376 0.015 0.013
H 1.883914 -0.832338 0.902345 -0.003 0.108 0.021
H 0.960448 1.288477 -0.864455 0.000 -0.156 0.056
H 1.699170 -0.273818 -1.310571 -0.093 0.068 0.117
H -0.317561 -1.504238 -0.429269 -0.001 0.150 0.019
H -1.466467 0.693645 1.568789 0.064 -0.202 0.031
```
Forces are in eV/Å.

Summary:
**Highest occupied orbital energy (spin up / spin down)**: -0.31029 / -0.34539 Eh
**Net charge**: 0

For each atom in turn, the Mulliken charge in e is:
1. N -0.702
2. C -0.133
3. C 0.012
4. O -0.738
5. C 0.026
6. N -0.368
7. H 0.489
8. H 0.206
9. H 0.279
10. H 0.290
11. H 0.306
12. H 0.334

***

Density functional theory data (the ωB97M-V functional and the def2-TZVPD basis) for C5H8O2 as an isolated structure.

```
15
Properties=species:S:1:pos:R:3:forces:R:3
C 1.124446 0.604693 -1.266216 0.069 -0.127 0.286
C 0.310710 0.068675 -0.090887 -0.384 0.265 -0.080
C -0.157426 0.994289 1.032017 -0.471 -0.085 0.408
C -0.882504 -0.801722 -0.445443 -0.295 -0.001 -0.249
C -0.615684 -1.435748 0.877941 0.925 -1.342 -0.357
O -1.206453 -2.085254 1.678641 1.142 0.550 -0.354
O 0.817594 -1.024552 0.760558 -1.152 -1.232 0.243
H 1.493757 -0.207739 -1.902704 -0.073 0.048 0.247
H 0.465075 1.222742 -1.897667 0.113 -0.183 0.333
H 1.973280 1.230176 -0.976406 -0.111 -0.137 0.132
H -0.986182 1.669049 0.836418 0.262 0.477 -0.516
H -0.616681 0.239152 1.726316 0.524 1.629 0.118
H 0.694272 1.486342 1.516627 -0.344 -0.059 -0.034
H -1.818542 -0.336230 -0.741590 -0.189 -0.182 0.296
H -0.595663 -1.623872 -1.107605 -0.017 0.380 -0.474
```
Forces are in eV/Å.

Summary:
**Highest occupied orbital energy**: -0.38880 Eh
**Net charge**: 0

For each atom in turn, the Mulliken charge in e is:
1. C -1.394
2. C 1.008
3. C -1.103
4. C -0.435
5. C 0.372
6. O -0.519
7. O -0.450
8. H 0.345
9. H 0.321
10. H 0.357
11. H 0.308
12. H 0.270
13. H 0.336
14. H 0.297
15. H 0.288

***

The calculation returns the following energy relative to the best compared isomer or geometry (same formula, charge and spin) values, one per record and in order: 84.5, 106.7, 282.6, 120.8, 35.7 kcal per mole.
The calculation returns the following M values, one per record and in order: 200.9, 319.1, 116.2, 86.1, 100.1 g/mol.
The calculation returns the following strongest force on any atom values, one per record and in order: 0.139, 0.105, 0.161, 0.021, 0.033 hartree/bohr.